The following is a quantum chemistry calculation of a cluster of 2 separate species, C5H13NO2 in total at a distorted geometry, from the OMol25 dataset.

Properties
HOMO level: -0.352 Ha
energy above the lowest of the compared OMol25 structures with the same formula, charge and spin: 194.21 kJ/mol
Kohn-Sham gap: 10.44 eV
SMILES string: CCC=O.NCCO
lowest unoccupied orbital energy: 0.86 eV

```
21
Properties=species:S:1:pos:R:3:nbo_charge:R:1
C -1.448 0.483 -1.081 -0.62
C -1.294 1.389 0.137 -0.55
C -2.075 0.906 1.366 0.44
O -1.897 1.279 2.515 -0.53
H -1.303 -0.578 -0.828 0.22
H -0.727 0.793 -1.871 0.22
H -2.430 0.617 -1.527 0.21
H -0.248 1.514 0.485 0.26
H -1.637 2.412 -0.117 0.24
H -2.857 0.133 1.210 0.10
N 2.101 0.768 -0.160 -0.84
C 1.648 -0.576 -0.633 -0.24
C 0.909 -1.339 0.472 -0.06
O 0.473 -2.574 -0.094 -0.73
H 2.654 1.230 -0.877 0.36
H 2.775 0.633 0.600 0.35
H 2.433 -1.269 -0.877 0.18
H 1.011 -0.394 -1.491 0.20
H 0.064 -0.773 0.848 0.16
H 1.631 -1.477 1.351 0.16
H 0.215 -3.175 0.575 0.47
```